Density functional theory data (the ωB97M-V functional and the def2-TZVPD basis) for a 3-piece molecular cluster, C10H24FIN3O12P3S2 overall in a non-equilibrium geometry.

Its SMILES is O=S(=O)(F)N(CCSc1nnco1)P(O)I.COP(=O)(OC)OC.COP(=O)(OC)OC. The HOMO-LUMO gap comes out at 9.516 eV. The calculation puts the lowest unoccupied orbital energy at 0.00079 Ha. As for the maximum force: 2.25 eV/Å. The calculation puts the total energy at -100158.7414 eV.

```
56
C10H24FIN3O12P3S2 | the Open Molecules 2025 dataset | the ωB97M-V functional and the def2-TZVPD basis
H 3.9327 3.3807 0.2958
C -1.9184 -2.8580 3.8522
C -2.9032 -4.1259 -0.2083
H 5.7733 1.8524 -5.0178
C -3.9461 -4.7056 -1.1760
C 0.8537 1.4064 0.4534
H -0.7530 0.7532 2.9218
H 5.6951 3.5488 0.5106
H -1.6764 1.6253 4.1604
O 6.1393 1.3819 -2.0487
P -5.9911 -3.8218 -2.5364
H 6.0046 0.7103 -0.0768
S -6.1544 -5.2273 0.0688
H 6.3418 3.1392 -3.9316
O -1.9355 2.8607 0.4669
C -2.4134 -2.4684 1.8409
H 5.0709 3.4796 -5.1198
S -3.3557 -2.4809 0.3877
O 4.4344 2.3548 -3.5298
O -5.9288 -5.3313 -3.1778
H -2.7838 -4.8220 0.6152
P 4.7285 2.1161 -2.0094
O -0.5766 4.8424 1.3395
F -6.4178 -6.4477 -0.8488
I -8.3950 -3.4558 -2.2704
H 1.2812 4.6863 2.3021
N -1.2404 -1.9624 2.0451
H 0.4466 6.2461 2.4238
C -1.4248 1.5922 3.1030
H -2.0426 -3.2468 4.8443
H -0.0614 0.9113 0.1273
O 3.6828 1.4121 -1.2747
H -3.6652 -4.4229 -2.1881
H -1.9569 -4.1023 -0.7402
H 4.7190 4.9465 0.0222
H 1.6144 1.3004 -0.3138
H 1.2126 0.9476 1.3757
H -2.3381 1.4592 2.5247
C 5.4755 2.7289 -4.4459
O -2.9085 -3.0553 2.9754
P -0.7691 3.2844 1.2342
O -7.3883 -4.6672 0.4636
O 0.6357 2.8136 0.6691
C 6.7531 1.0086 -0.8115
H 1.2107 5.7685 0.8936
C 4.8327 3.8700 -0.0743
O 5.0349 3.5821 -1.4646
H 7.4113 0.1677 -1.0108
N -0.9094 -2.2119 3.3639
C 0.6681 5.4084 1.7664
O -5.2438 -5.6633 1.0698
O -0.7805 2.8263 2.7626
N -5.3283 -4.1679 -0.9227
H 7.3446 1.8406 -0.4271
H -6.1576 -5.2199 -4.1103
H -3.9330 -5.7881 -1.1444
```

Here are the natural (NBO) charges for atoms 1 to 4, given in e: atom 1 (H): 0.211, atom 2 (C): 0.300, atom 3 (C): -0.541, atom 4 (H): 0.191



Density functional theory data (the ωB97M-V functional and the def2-TZVPD basis) for C20H22Br48FN2O as an isolated structure in a non-equilibrium geometry.

The HOMO-LUMO gap comes out at 5.871 eV. The calculation puts the lowest unoccupied orbital energy at 0.03525 Ha. The net charge is -1. As for the maximum force: 4.21 eV/Å. The calculation puts the total energy at -3390875.0161 eV.

```
94
C20H22Br48FN2O | the Open Molecules 2025 dataset | the ωB97M-V functional and the def2-TZVPD basis
C -2.0197 -0.0782 -1.1704
H -1.3968 1.4714 -2.5163
Br 5.1816 -10.2940 2.7963
H 0.1287 6.5964 -1.7072
Br -3.7959 -3.0970 0.8791
Br 5.2169 -5.4476 4.3660
H -2.2372 2.3870 -6.5966
C 3.7308 -9.0285 2.8778
Br -0.8850 8.0104 6.3930
C 1.0101 6.3114 -1.1544
C -0.5825 7.5533 4.5435
C 1.1128 4.2134 7.8238
Br 7.2840 -3.5745 5.9065
H 2.8438 -9.5391 2.5361
Br 3.3929 -8.4535 4.6826
Br -1.5936 -6.4739 -1.2025
C 2.3888 8.8748 8.9117
H -8.7690 1.3191 -3.9027
Br -1.8668 -10.7855 0.5950
H 0.4940 -7.1060 -2.3649
H -3.0442 0.2153 -1.0334
Br 0.0824 -3.2170 1.1949
C -5.3515 -3.2535 -0.2518
H -1.6057 -0.5314 -0.2831
C 5.7919 -4.7810 6.0742
Br 2.5952 -1.3182 -0.1536
Br -0.1808 2.9364 8.4579
Br 4.9871 -1.8524 1.9193
Br 5.5180 1.5205 -0.7919
N 0.4626 -0.2569 -2.7214
C -2.8801 1.4363 -10.9350
Br -5.1487 -2.3448 -1.9331
Br -0.3522 5.6584 4.3168
H 1.8718 9.8119 8.7783
Br 2.1605 -4.3319 3.3012
Br -1.9289 -8.1518 2.3844
H 6.1322 -5.6286 6.6483
H 1.2540 4.1129 -8.1803
Br 1.1925 4.4063 -1.3320
Br -7.2978 -0.0905 -5.2974
C -1.1345 1.0795 -1.5506
C -8.1063 0.5049 -3.6563
C 4.2569 2.9665 -0.6070
Br 2.4891 -0.0518 2.7713
H 3.3089 2.6110 -0.9918
Br -1.4588 0.6008 -5.0824
H 0.1374 -2.9616 3.6453
H 0.6014 5.1626 7.7263
Br -1.6770 0.2879 -11.9049
Br 3.0282 8.3215 7.1839
C 0.2729 0.5416 -1.6307
Br 3.9811 3.4348 1.2397
N 0.7518 -3.0720 -4.0396
H -3.4781 -10.0690 2.3225
Br -6.7882 1.1882 -2.4391
Br -0.9087 -5.1982 3.4919
C -2.9757 -9.5255 1.5384
O 1.0921 -1.5801 -2.2380
Br 4.3352 -3.9834 7.0475
Br 1.1192 7.6161 9.6220
Br -1.9346 2.6970 -9.8385
Br 1.6238 3.3895 -5.8479
C 0.9851 4.5539 -7.2330
H -1.1964 1.8857 -0.8301
H 4.1419 0.2605 0.9569
Br 1.7771 3.7573 6.0824
Br 4.7680 4.4941 -1.6634
Br 1.1533 -7.6191 -0.0347
H -3.4525 0.8084 -10.2680
Br -6.9569 -2.7051 0.6655
H -1.9193 -0.8091 -1.9512
C 3.6260 -0.6186 1.3126
Br 2.5392 4.4756 9.0835
F 1.1782 1.6839 -1.7006
Br -4.3454 -8.7918 0.3984
Br 3.8342 9.1907 10.1436
Br 2.4900 7.2801 -1.9287
Br 1.8109 6.2923 -7.1608
Br -3.9201 2.5605 -4.7928
Br -4.1329 2.3108 -12.1090
H -1.4669 7.8394 3.9956
Br 0.7225 6.8195 0.6842
Br 0.8921 8.5397 3.7978
Br 1.0953 -4.8414 -1.6068
C 0.3166 -6.5822 -1.4389
C 0.9162 -2.3572 -3.1442
Br -9.1776 -0.8741 -2.8413
Br -0.9392 4.6871 -7.1972
H 0.4679 0.0178 -0.7201
C -2.7627 1.6377 -6.0300
Br 4.0161 -7.5391 1.6930
Br -3.7676 0.5887 -7.3034
H -5.4621 -4.3019 -0.4804
C 0.3366 -3.8041 3.0008
```

Here are the Mulliken charges for atoms 1 to 4, given in e: atom 1 (C): -1.055, atom 2 (H): 0.072, atom 3 (Br): -0.037, atom 4 (H): 0.333



Density functional theory data (the ωB97M-V functional and the def2-TZVPD basis) for an isolated ion of composition C5H8N and charge +1 in a non-equilibrium geometry.

Its SMILES is C=[N+]=C/C=C/C. The HOMO-LUMO gap comes out at 9.045 eV. The energy above the lowest of the compared OMol25 structures with the same formula, charge and spin is 259.9 kJ/mol. The calculation puts the lowest unoccupied orbital energy at -0.19661 Ha. The net charge is +1. As for the maximum force: 4.57 eV/Å. The calculation puts the total energy at -6795.3952 eV.

```
14
C5H8N | the Open Molecules 2025 dataset | the ωB97M-V functional and the def2-TZVPD basis
C 0.6757 0.5155 0.0946
H -0.8987 -0.6215 0.8940
N -0.5501 0.1548 -1.9504
C 0.3906 0.5647 -1.2416
H 0.9280 0.9579 2.7738
C 0.4224 -0.0099 2.5236
C -0.0834 -0.0186 1.1365
C -1.2713 -0.5623 -2.6608
H 1.6064 1.0079 0.2440
H 1.2928 0.9633 -1.8969
H 1.0101 -0.9322 2.7675
H -0.4553 -0.1714 3.2297
H -2.1022 -0.2247 -3.1944
H -0.9652 -1.6235 -2.7194
```

Here are the natural (NBO) charges for atoms 1 to 4, given in e: atom 1 (C): -0.367, atom 2 (H): 0.205, atom 3 (N): -0.272, atom 4 (C): 0.205



Density functional theory data (the ωB97M-V functional and the def2-TZVPD basis) for C12H17ClMnO3 as an isolated structure in a non-equilibrium geometry.

The HOMO-LUMO gap (alpha / beta) comes out at 6.225 / 5.813 eV. The calculation puts the lowest unoccupied orbital energy (alpha / beta) at -0.39617 / -0.41394 Ha. The net charge is +2. As for the maximum force: 9.56 eV/Å. The multiplicity is 4. Its expectation value of S² is 3.924. The calculation puts the total energy at -62682.1397 eV.

```
34
C12H17ClMnO3 | the Open Molecules 2025 dataset | the ωB97M-V functional and the def2-TZVPD basis
H -1.4361 -1.8935 3.4525
H -3.0942 -2.0632 2.7924
O -0.5453 -0.2788 1.6075
C 2.0122 -0.5726 -0.2944
C -0.1507 2.0913 2.2098
H 1.8649 -2.0316 -2.0168
C 1.2817 0.2378 -3.9342
H 2.2347 -1.1892 0.5791
O -2.0439 1.7044 -0.7523
H -2.4116 -0.5540 0.8952
H -1.2029 2.3273 2.2947
H 1.2103 0.3995 2.3533
C -2.0513 -1.8715 2.5476
O -1.5033 -2.4110 -0.8583
H 0.2116 2.3583 1.2124
H 0.7502 -0.6853 -4.2274
H -0.1140 0.3966 3.5476
H 2.0276 1.4563 0.6475
C -1.9286 -0.5262 1.8720
H 1.2902 2.3804 -1.8146
C 1.8874 -0.9962 -1.6687
C 1.8442 0.8664 -0.2581
C -1.1565 1.0706 -1.1889
C 0.1348 0.6366 2.4973
H 2.2213 0.3511 -4.4718
Cl -0.8448 -2.4834 -3.6933
H -1.6884 -2.6327 1.8556
Mn 0.2053 -0.0822 -1.0958
H 0.6116 1.0777 -4.1441
C -0.7879 -1.5849 -1.2969
H -2.3912 0.2732 2.4653
C 1.6001 0.2076 -2.4804
H 0.3926 2.6765 2.9298
C 1.5700 1.3448 -1.5637
```

Here are the natural (NBO) charges for atoms 1 to 4, given in e: atom 1 (H): 0.229, atom 2 (H): 0.249, atom 3 (O): -0.569, atom 4 (C): -0.184



Density functional theory data (the ωB97M-V functional and the def2-TZVPD basis) for a 12-piece molecular cluster, C4H33N2O12 overall in a non-equilibrium geometry.

The HOMO-LUMO gap (alpha / beta) comes out at 10.675 / 4.874 eV. The calculation puts the lowest unoccupied orbital energy (alpha / beta) at -0.25117 / -0.46386 Ha. The net charge is +2. As for the maximum force: 3.73 eV/Å. The multiplicity is 2. Its expectation value of S² is 0.756. The calculation puts the total energy at -32218.5669 eV.

```
51
C4H33N2O12 | the Open Molecules 2025 dataset | the ωB97M-V functional and the def2-TZVPD basis
O -2.3277 -2.4908 -1.0597
H 0.3946 -4.1626 -2.0793
H -0.0502 -2.5544 1.1634
H -0.3061 2.2976 0.7836
O 2.5845 -0.3344 -2.7348
N -0.0933 1.7081 -0.0551
O -0.3555 3.3996 2.0054
C 1.9710 1.0981 1.2078
H -3.9939 1.8137 -0.5110
O 0.2658 -1.3382 -3.6330
O -0.8517 -0.2093 1.7074
H 3.2867 -0.3748 -3.4294
C 0.8801 0.5941 0.2863
H -2.2208 0.5197 -2.0433
H 0.2837 -2.6072 -2.4844
H 2.7128 0.2942 1.3495
H -1.0697 4.0765 2.0866
H -1.4291 -2.9017 -1.1725
H -0.3178 -0.7778 -3.1421
O -1.4534 -0.1216 -1.9745
H -1.0185 0.9383 3.1778
C 0.4721 2.5866 -1.1497
H 0.7514 2.0208 -2.0611
H 2.8623 -1.2645 -1.2467
N 0.4621 -1.8002 0.7760
H -3.3670 0.5298 -0.0078
H 1.2306 -2.0246 0.1489
H -1.0043 1.3112 -0.3512
C 0.0974 -0.5325 0.9816
H 2.5487 1.9577 0.7889
H -0.4122 2.7965 2.7829
O 1.4748 0.3185 4.5331
O -0.7750 1.5811 3.7961
H 1.6377 0.1801 5.4953
H -1.8076 -0.9462 -1.6188
H -3.0284 -1.6216 0.3195
H -2.9177 -3.0689 -1.5201
O 2.9169 -1.7367 -0.4453
H 1.7721 -0.6440 -3.1369
H -0.0644 -1.4013 -4.5154
O 0.1374 -3.2801 -1.7683
H 1.3573 0.2699 -0.7138
H -0.2864 3.2925 -1.4794
H 1.3405 3.1440 -0.7627
H 0.0401 1.2512 4.1644
H 1.4362 -0.5404 4.1173
H -2.5527 -0.6893 1.4364
O -3.1651 1.3282 -0.5850
H 3.6374 -2.3573 -0.4951
O -3.3191 -0.8986 0.8845
H 1.6331 1.3712 2.1838
```

Here are the natural (NBO) charges for atoms 1 to 4, given in e: atom 1 (O): -1.011, atom 2 (H): 0.513, atom 3 (H): 0.439, atom 4 (H): 0.478



Density functional theory data (the ωB97M-V functional and the def2-TZVPD basis) for one molecule with the formula C4H9IOS in a non-equilibrium geometry.

Its SMILES is CC(C)(C)SOI. The HOMO-LUMO gap (alpha / beta) comes out at 7.622 / 7.104 eV. The energy above the lowest of the compared OMol25 structures with the same formula, charge and spin is 217.0 kJ/mol. The calculation puts the lowest unoccupied orbital energy (alpha / beta) at -0.05506 / -0.05943 Ha. As for the maximum force: 2.16 eV/Å. The calculation puts the total energy at -25275.1228 eV.

```
16
C4H9IOS | the Open Molecules 2025 dataset | the ωB97M-V functional and the def2-TZVPD basis
C -0.4225 0.4269 1.3260
H 0.5382 0.8217 1.8157
H 0.8691 1.7052 -0.6155
H -1.2117 1.2478 1.2494
C 0.4443 0.9030 -1.1236
C 1.4614 -0.9673 0.2530
C 0.1893 -0.1309 -0.0232
I -3.8885 0.2916 -0.3492
H 1.2784 0.5488 -1.8076
H -0.5262 1.2210 -1.5377
H 2.2705 -0.6768 -0.4363
S -1.0350 -1.4758 -0.6812
H 1.7936 -0.7975 1.2376
H -0.8953 -0.3594 1.9302
O -2.0818 -0.6797 -1.4342
H 1.2163 -2.0785 0.1966
```

Here are the natural (NBO) charges for atoms 1 to 4, given in e: atom 1 (C): -0.644, atom 2 (H): 0.212, atom 3 (H): 0.214, atom 4 (H): 0.241



Q: Look up the total energy of the sixth one.
A: -25275.1228 eV



Q: The lowest total energy belongs to which entry?
A: C20H22Br48FN2O



Q: Which of these has the highest total energy?
A: C5H8N